[1]
The following is a quantum chemistry calculation of a cluster of 11 separate species, C5H28NO12 in total in a non-equilibrium geometry, from OMol25.

XYZ file:
```
46
Properties=species:S:1:pos:R:3:forces:R:3
O -1.631 -0.926 -0.245 -0.23 1.07 -0.34
C -0.924 -0.530 -1.216 1.34 -1.86 0.28
O -0.037 -1.275 -1.744 -0.53 0.83 0.53
C -1.040 0.892 -1.732 1.45 0.67 0.94
C -0.655 1.983 -0.637 1.52 -0.53 0.27
C 0.511 1.537 0.205 -3.27 -1.80 0.19
C 1.825 1.539 -0.106 2.34 1.63 0.85
N 2.615 1.344 1.056 -0.17 -1.00 -3.03
H -0.240 1.036 -2.451 -0.43 -0.15 -0.51
H -2.042 1.031 -2.091 -0.36 0.55 -0.39
H -0.210 2.885 -1.067 -1.04 0.19 -0.62
H -1.470 2.165 0.044 -0.12 0.57 -0.10
H 0.224 1.012 1.135 0.55 0.64 -0.44
H 2.208 1.885 -1.089 0.02 0.01 0.85
H 2.585 0.318 1.143 -0.27 -0.05 1.40
H 3.587 1.626 0.991 0.05 0.14 -0.21
H -2.428 1.860 2.873 0.00 -0.02 0.32
H -1.695 0.983 1.973 -0.09 -0.16 -0.10
O -1.683 1.243 2.900 -1.05 -0.94 -0.01
H 0.638 2.838 2.418 -0.14 -0.14 0.65
H -0.475 2.425 3.474 0.45 -0.13 -0.52
O -0.153 3.124 2.891 0.75 1.40 -0.23
H 2.702 -0.092 -1.994 -0.14 -0.67 -0.22
H 1.904 -0.319 -3.327 0.15 0.05 0.30
O 2.617 0.190 -2.910 0.00 0.56 -0.06
H 0.483 -3.224 -0.496 0.03 -0.48 -0.25
H -0.707 -3.303 0.348 -0.23 -0.57 0.01
O 0.172 -3.703 0.285 0.01 0.75 0.09
H -4.010 0.628 0.477 -0.11 0.27 0.24
H -2.614 0.644 -0.018 -0.21 -0.32 0.38
O -3.243 1.216 0.463 -0.29 -0.34 -0.31
H -0.202 -1.374 1.123 0.60 0.10 -0.37
H -0.654 -0.736 2.320 0.43 0.28 0.59
O 0.177 -0.798 1.816 -1.50 -0.93 -0.24
H 1.445 -1.650 -0.500 0.06 0.03 -0.36
H 2.234 -2.463 0.518 0.09 0.15 -0.36
O 2.356 -1.859 -0.236 0.01 0.30 0.62
H -1.824 -3.206 -2.215 -0.05 0.36 0.41
H -2.417 -2.573 -0.884 0.36 -0.01 -0.64
O -2.342 -3.379 -1.421 -0.47 -0.46 0.14
H 0.043 -1.201 -3.654 -0.47 0.73 -0.12
H -0.443 0.225 -4.075 -0.20 0.24 0.31
O -0.127 -0.604 -4.412 0.64 -1.05 -0.57
H 1.220 0.071 3.062 0.53 0.12 1.01
H 1.878 -1.176 3.290 0.25 -0.18 0.56
O 1.844 -0.308 3.716 -0.26 0.16 -0.94
```
Positions in Å, forces in eV/Å.

Values from the calculation:
Spin multiplicity: 2
Total energy (eV): -31696.490
Molar mass (g mol⁻¹): 294.3
Kohn-Sham gap (alpha / beta) (eV): 9.6 / 6.0

=====

[2]
The following is a quantum chemistry calculation of a cluster of 8 separate species, C5H28NO7 in total in a non-equilibrium geometry, from OMol25.

XYZ file:
```
41
Properties=species:S:1:pos:R:3:forces:R:3
C 0.496 -0.705 0.442 2.33 -1.61 -2.69
C 0.781 -0.568 1.890 -1.37 1.65 2.55
C 2.202 -0.160 2.299 1.56 -2.44 -1.36
C 2.571 -0.413 3.762 -0.23 1.63 0.91
C 3.239 -0.956 1.388 -1.16 0.81 -0.15
N -0.924 -0.415 0.097 -0.28 -0.24 -0.60
H 0.965 -1.676 -0.029 -1.89 1.40 0.85
H 1.066 0.024 -0.177 -0.29 0.02 0.78
H 0.445 -1.317 2.597 0.00 -1.28 -0.63
H 0.055 0.218 2.273 0.96 -0.10 -0.39
H 2.314 0.828 1.943 0.24 1.53 0.38
H 1.698 -0.200 4.437 0.84 -0.03 -0.42
H 3.409 0.288 4.019 -0.83 -0.50 0.00
H 2.957 -1.401 4.041 -0.36 -0.03 -0.65
H 2.782 -0.945 0.407 0.52 0.20 -0.58
H 4.261 -0.519 1.278 -0.85 -0.55 0.59
H 3.171 -2.003 1.643 0.72 -0.36 0.41
H -1.196 0.370 0.701 -0.65 -0.20 0.20
H -1.056 -0.102 -0.874 0.42 -0.18 0.20
H -1.611 -1.183 0.167 0.16 0.06 0.35
H -1.445 4.155 -0.470 0.43 0.34 -0.08
H -0.485 4.001 0.809 0.13 0.44 -0.51
O -1.315 3.762 0.391 -0.54 -0.95 0.74
H -1.274 0.589 -3.649 -0.06 -0.67 -0.54
H -1.717 -0.465 -4.724 -0.06 0.35 0.09
O -1.046 -0.269 -4.059 -0.30 0.65 0.18
H -4.317 1.644 -2.847 -0.10 -0.07 0.60
H -4.267 1.349 -1.283 -0.04 0.14 -0.74
O -3.877 1.137 -2.148 0.23 -0.09 0.20
H -2.941 -3.235 -0.702 0.62 0.03 0.14
H -3.909 -2.212 -1.050 -0.19 0.74 -0.09
O -2.989 -2.271 -0.775 -0.27 -0.72 0.01
H 2.962 2.064 -2.831 -0.53 -0.81 0.76
H 3.362 0.643 -2.531 -0.22 -0.09 0.19
O 2.684 1.288 -2.283 0.68 0.87 -0.88
H 0.727 -2.273 -3.763 0.11 0.08 -0.13
H -0.675 -1.983 -3.226 1.09 -0.14 0.24
O 0.210 -2.323 -2.959 -0.90 -0.19 0.33
H -2.744 1.615 2.636 -0.16 -0.31 0.30
H -2.108 2.260 1.408 -0.80 -1.71 0.34
O -2.461 1.362 1.754 1.03 2.29 -0.92
```
Positions in Å, forces in eV/Å.

Values from the calculation:
Energy above the lowest of the compared OMol25 structures with the same formula, charge and spin (kcal per mole): 28.1
Charge: +1
Total energy (eV): -21455.847
Molar mass (g mol⁻¹): 214.3
Kohn-Sham gap (eV): 10.7

=====

[3]
The following is a quantum chemistry calculation of a cluster of 10 separate species, C5H28NO9 in total in a non-equilibrium geometry, from OMol25.

XYZ file:
```
43
Properties=species:S:1:pos:R:3:forces:R:3
C 2.508 0.046 -1.200 0.40 2.63 0.58
N 1.709 1.164 -0.592 0.27 -0.82 -1.31
C 0.338 1.855 -3.357 0.27 0.30 -0.26
O 0.928 2.205 -4.352 0.00 -0.03 -0.02
C 2.990 -0.945 -0.167 0.58 -1.36 0.49
C 1.908 -1.870 0.359 -1.21 -0.37 0.77
C 2.252 -2.688 1.623 1.62 1.32 -0.05
H 1.900 -0.219 -2.065 0.23 -1.04 0.13
H 3.378 0.569 -1.615 0.10 -0.35 -0.18
H 0.746 0.854 -0.575 -0.11 0.48 0.73
H -0.148 0.856 -3.349 -0.02 0.01 0.21
H 0.237 2.490 -2.462 0.06 -0.30 -0.28
H 3.368 -0.450 0.731 -0.41 0.80 -0.06
H 3.935 -1.454 -0.413 -0.43 -0.39 -0.80
H 1.117 -1.201 0.673 -0.32 0.15 -0.01
H 1.391 -2.528 -0.343 0.53 0.08 -0.50
H 1.824 -3.680 1.711 0.01 -0.03 -0.17
H 2.078 -2.109 2.534 -0.55 -0.09 -0.05
H 3.353 -2.690 1.636 -0.04 -0.92 0.04
H -3.860 0.169 -0.871 0.02 -0.18 0.30
H -4.581 0.335 0.483 -0.13 0.03 -0.03
O -4.587 -0.226 -0.299 0.16 0.73 -0.54
H -0.108 -0.964 -0.813 0.04 -0.12 -0.07
H -1.623 -0.556 -0.873 0.49 -0.39 -0.08
O -0.971 -1.303 -0.567 -0.48 0.21 -0.51
H -1.629 1.915 -1.110 0.22 0.29 0.03
H -1.848 3.461 -1.069 0.14 0.06 -0.01
O -1.122 2.828 -1.026 -0.58 0.05 0.50
H 1.369 1.557 2.459 0.03 -0.06 0.06
H 0.970 0.127 2.370 0.13 -0.13 0.07
O 1.759 0.670 2.533 -0.36 0.15 0.06
H -0.089 3.097 0.915 -0.22 -0.28 -0.10
H -1.067 2.634 1.989 0.00 -0.11 -0.07
O -0.132 2.800 1.839 0.22 0.31 0.00
H -2.198 0.539 -2.302 -0.21 0.00 0.03
H 2.073 1.406 0.313 -0.35 -0.22 0.36
O -2.348 0.645 -1.356 -0.21 0.20 -0.35
H -1.218 -1.931 1.869 -0.02 0.04 -0.70
H -1.413 -0.549 1.148 0.28 -0.98 -0.02
O -1.256 -0.984 2.003 -0.11 0.98 1.36
H -3.677 -2.019 1.926 -0.02 -0.12 -0.18
H -4.063 -1.556 0.504 -0.47 -0.75 0.46
O -4.192 -2.300 1.158 0.44 0.22 0.14
```
Positions in Å, forces in eV/Å.

Values from the calculation:
Energy above the lowest of the compared OMol25 structures with the same formula, charge and spin (kcal per mole): 53.7
Charge: -1
Total energy (eV): -25558.324
Molar mass (g mol⁻¹): 246.3
Kohn-Sham gap (eV): 9.2

=====

[4]
The following is a quantum chemistry calculation of a cluster of 11 separate species, C5H29NO10 in total in a non-equilibrium geometry, from OMol25.

XYZ file:
```
45
Properties=species:S:1:pos:R:3:forces:R:3
C 0.355 3.909 -0.818 -0.14 0.66 -0.61
C 1.402 3.118 -1.012 -0.14 -0.40 0.50
C 1.256 1.840 -1.783 1.15 -0.10 0.02
C 1.185 1.843 -3.298 -1.23 0.29 -0.72
C 1.575 0.696 -1.151 -0.67 -1.59 -2.81
N 1.497 -0.656 -1.723 -0.14 1.73 2.06
H -0.540 3.826 -1.449 0.20 -0.32 0.55
H 0.367 4.752 -0.135 0.18 0.03 -0.15
H 2.355 3.322 -0.482 -0.68 -0.27 -0.23
H 0.731 0.897 -3.659 0.88 0.21 0.09
H 2.227 2.024 -3.641 -0.74 -0.38 -0.26
H 0.505 2.578 -3.835 0.88 -0.28 1.17
H 1.971 0.628 -0.183 0.01 0.32 1.43
H 1.641 -0.796 -2.690 0.19 0.16 -0.97
H 2.035 -1.282 -1.138 -0.17 0.09 -0.31
O 3.052 -1.353 0.657 1.54 1.80 -0.33
H 3.780 -0.746 0.333 -1.17 -1.00 0.65
H 3.205 -2.155 0.171 0.04 -0.78 -0.23
O -2.136 -2.277 1.183 0.07 -1.92 -0.12
H -2.630 -1.543 1.490 -0.66 1.05 0.48
H -2.702 -3.041 1.429 0.65 0.54 -0.27
O 1.000 -3.974 -0.836 -0.16 -0.72 -0.27
H 0.956 -3.940 0.149 0.01 0.39 -1.01
H 0.800 -3.109 -1.185 -0.34 0.41 0.07
O -2.213 -0.156 -3.730 1.19 0.71 -0.08
H -2.991 -0.241 -3.202 -0.91 -0.21 0.55
H -1.711 0.529 -3.247 -0.24 -0.46 -0.40
O 0.905 -0.931 2.640 0.20 -1.12 0.44
H 0.658 -0.515 1.812 -0.70 -0.18 0.19
H 0.165 -1.045 3.273 0.49 0.58 -1.11
O 1.457 1.131 3.959 0.29 0.35 -0.24
H 1.387 2.000 4.383 0.39 -0.17 -0.71
H 1.892 1.164 3.070 -0.66 0.34 1.48
O -3.630 1.992 1.398 -0.95 0.33 -0.28
H -3.227 1.728 0.564 0.62 -0.18 -0.11
H -4.563 1.778 1.221 0.28 0.42 0.08
O 1.991 -3.806 1.375 -1.35 -0.12 1.35
H 2.784 -4.119 0.987 1.27 -0.23 -0.10
H 2.106 -3.134 2.050 0.41 0.26 0.06
O -4.177 -0.202 2.784 0.68 0.36 -0.12
H -4.026 0.760 2.627 -0.21 -0.66 0.11
H -3.251 -0.477 2.715 -0.28 -0.12 0.51
O -2.517 0.031 -0.412 0.01 -0.34 -0.09
H -3.179 -0.534 0.047 1.03 0.25 -0.86
H -1.747 -0.515 -0.707 -1.15 0.29 0.58
```
Positions in Å, forces in eV/Å.

Values from the calculation:
Energy above the lowest of the compared OMol25 structures with the same formula, charge and spin (kcal per mole): 127.9
SMILES: C=C/C(C)=C/N.O.O.O.O.O.O.O.O.O.O
Total energy (eV): -27618.092
Molar mass (g mol⁻¹): 263.3
Kohn-Sham gap (eV): 8.4